26
Properties=species:S:1:pos:R:3:lowdin_charge:R:1 method="wB97M-V/def2-TZVPD" charge=+1 mol_weight_g_mol=184.3 lumo_ha=-0.149 homo_lumo_gap_ev=8.40 homo_ha=-0.4580 energy_ev=-23818.4893 e_above_lowest_kj_mol=285.19
C -3.562 1.063 1.058 0.019
C 0.384 -1.830 -0.309 -0.832
C 2.726 1.416 0.888 0.062
C 2.528 0.119 1.191 -0.182
C -0.874 0.195 -0.867 -0.223
C -1.981 -0.371 -1.704 -0.030
C -0.930 1.731 -0.667 -0.012
C 2.765 -1.073 0.275 -0.130
N -4.474 0.863 1.768 0.106
N 0.147 -0.383 -0.264 0.136
N 1.658 -2.082 0.056 0.005
S -0.575 -3.094 -0.491 0.809
H 2.484 2.231 1.524 0.068
H 3.430 1.689 0.093 0.092
H 2.086 -0.263 2.048 0.097
H -2.787 0.294 -2.101 0.120
H -2.497 -1.000 -0.957 0.082
H -1.513 -0.931 -2.447 0.070
H -0.019 2.088 -0.282 0.047
H -1.832 1.817 0.019 0.019
H -1.370 2.337 -1.542 0.134
H 3.595 -1.656 0.592 0.119
H 3.054 -0.609 -0.689 0.131
H -5.093 0.446 2.428 0.083
H 0.895 0.038 0.430 0.139
H 1.756 -3.035 -0.052 0.071

=====

214
Properties=species:S:1:pos:R:3:lowdin_charge:R:1 method="wB97M-V/def2-TZVPD" mol_weight_g_mol=1233.6 lumo_ha=0.024 homo_lumo_gap_ev=9.98 homo_ha=-0.3428 energy_ev=-116460.0137
C -1.038 7.308 25.779 -0.119
O -1.077 5.892 25.858 -0.093
H -1.491 7.674 24.905 0.042
H -1.499 7.765 26.656 0.074
H -0.051 7.677 25.792 0.054
H -0.291 5.512 26.143 0.000
C 2.037 4.431 27.912 -0.149
O 1.402 5.447 27.194 -0.119
H 1.432 3.549 28.135 0.086
H 2.872 4.049 27.337 0.055
H 2.470 4.807 28.844 0.080
H 1.465 6.288 27.677 0.059
C 9.108 4.441 24.090 -0.134
O 8.690 5.253 25.210 -0.161
H 9.903 4.887 23.497 0.069
H 9.421 3.501 24.561 0.077
H 8.255 4.253 23.402 0.080
H 7.768 5.496 25.019 0.019
C 5.546 7.471 23.214 -0.112
O 5.873 6.155 23.690 -0.129
H 5.488 7.485 22.131 0.086
H 4.587 7.697 23.587 0.036
H 6.378 8.139 23.566 0.090
H 5.217 5.552 23.351 0.028
C -3.869 9.934 26.464 -0.137
O -4.053 8.828 25.546 -0.165
H -4.157 9.721 27.474 0.045
H -2.699 10.178 26.549 0.107
H -4.429 10.768 26.041 0.068
H -4.052 7.942 25.960 0.040
C 3.293 4.667 21.068 -0.027
O 3.415 5.335 22.413 -0.226
C 2.212 5.777 22.956 -0.258
C 1.744 7.125 22.558 -0.126
O 1.570 7.072 21.086 -0.160
C 0.166 7.033 20.714 -0.181
C -0.606 8.279 21.003 -0.245
O -1.188 8.239 22.263 -0.201
C -2.118 9.271 22.468 -0.095
H 4.092 3.852 21.094 0.103
H 3.374 5.302 20.178 0.082
H 2.313 4.210 21.023 0.076
H 2.276 5.724 24.052 0.126
H 1.428 5.064 22.795 0.119
H 2.422 7.958 22.790 0.107
H 0.773 7.235 23.096 0.129
H -0.350 6.111 21.166 0.155
H 0.221 6.966 19.600 0.133
H -1.408 8.286 20.218 0.139
H 0.082 9.126 20.911 0.135
H -2.413 9.071 23.488 0.061
H -3.005 9.274 21.796 0.104
H -1.680 10.262 22.457 0.082
C 6.574 10.821 30.910 -0.089
O 7.752 11.589 30.780 -0.168
C 8.225 12.085 32.011 -0.192
C 8.718 10.974 32.894 -0.229
O 9.696 10.275 32.221 -0.127
C 9.817 8.954 32.603 -0.196
C 9.121 7.960 31.660 -0.218
O 7.830 7.771 32.093 -0.186
C 7.212 6.654 31.543 -0.103
H 6.574 9.837 31.389 0.082
H 6.137 10.762 29.966 0.067
H 5.884 11.317 31.509 0.067
H 7.476 12.629 32.576 0.123
H 9.079 12.718 31.729 0.135
H 7.952 10.273 33.205 0.115
H 9.113 11.426 33.832 0.140
H 9.448 8.774 33.631 0.137
H 10.917 8.762 32.568 0.136
H 9.645 6.975 31.619 0.134
H 9.227 8.418 30.645 0.131
H 7.122 6.769 30.441 0.082
H 6.235 6.468 31.995 0.089
H 7.813 5.733 31.560 0.083
C 4.960 11.874 26.516 -0.141
O 4.011 11.466 25.590 -0.146
C 4.761 10.992 24.455 -0.165
C 3.807 10.267 23.535 -0.229
O 2.731 11.070 23.179 -0.127
C 2.846 11.588 21.857 -0.177
C 1.750 12.620 21.630 -0.193
O 1.067 12.335 20.409 -0.207
C -0.174 13.072 20.277 -0.093
H 4.483 12.181 27.378 0.061
H 5.537 12.792 26.169 0.120
H 5.680 11.137 26.781 0.061
H 5.594 10.446 24.816 0.089
H 5.156 11.848 23.877 0.140
H 3.356 9.419 24.004 0.096
H 4.303 9.901 22.607 0.132
H 2.664 10.722 21.101 0.153
H 3.842 11.983 21.588 0.127
H 2.168 13.620 21.608 0.124
H 1.000 12.465 22.399 0.120
H -0.993 12.451 19.809 0.099
H -0.023 13.960 19.652 0.082
H -0.552 13.366 21.231 0.063
C 12.585 11.025 29.509 -0.135
O 11.818 11.493 28.448 -0.147
C 10.469 11.164 28.734 -0.209
C 9.546 11.471 27.573 -0.221
O 9.763 10.649 26.488 -0.138
C 8.891 10.881 25.351 -0.180
C 9.275 9.895 24.275 -0.186
O 8.326 10.086 23.186 -0.205
C 8.490 9.052 22.223 -0.112
H 13.676 11.185 29.310 0.105
H 12.536 9.942 29.657 0.087
H 12.255 11.505 30.389 0.069
H 10.079 11.861 29.495 0.117
H 10.287 10.192 29.153 0.109
H 9.668 12.579 27.333 0.152
H 8.523 11.294 27.937 0.121
H 9.141 11.934 24.990 0.154
H 7.839 10.793 25.563 0.086
H 9.140 8.872 24.642 0.099
H 10.368 9.976 23.914 0.160
H 9.409 9.277 21.681 0.089
H 7.648 8.873 21.605 0.067
H 8.707 8.123 22.807 0.090
C 7.792 8.046 26.877 -0.048
O 6.441 7.663 27.042 -0.189
C 6.330 6.289 27.266 -0.225
C 4.912 5.869 27.591 -0.210
O 4.308 6.174 28.821 -0.162
C 4.222 7.600 29.081 -0.137
C 2.783 7.859 29.529 -0.155
O 1.787 8.104 28.511 -0.200
C 2.080 9.256 27.798 -0.109
H 8.217 7.242 26.277 0.077
H 8.214 8.157 27.889 0.103
H 7.795 9.006 26.398 0.051
H 6.967 5.932 28.089 0.140
H 6.570 5.696 26.388 0.089
H 4.978 4.758 27.577 0.118
H 4.239 6.268 26.750 0.158
H 4.559 8.107 28.159 0.111
H 4.871 7.767 29.949 0.115
H 2.808 8.732 30.260 0.148
H 2.495 6.987 30.043 0.088
H 3.078 9.253 27.403 0.065
H 1.905 10.153 28.389 0.094
H 1.365 9.280 26.919 0.109
C 2.950 2.706 24.136 -0.113
O 3.972 2.090 24.830 -0.181
C 5.031 3.022 24.960 -0.187
C 6.017 2.346 25.935 -0.176
O 5.553 2.064 27.253 -0.123
C 4.867 0.818 27.488 -0.191
C 4.858 0.485 28.934 -0.194
O 6.132 -0.105 29.221 -0.203
C 6.234 -0.868 30.387 -0.141
H 2.057 2.086 24.167 0.104
H 3.241 2.925 23.108 0.073
H 2.778 3.656 24.593 0.058
H 4.596 3.945 25.419 0.115
H 5.502 3.165 23.930 0.149
H 6.926 2.988 26.023 0.122
H 6.412 1.429 25.457 0.130
H 5.298 -0.084 26.973 0.152
H 3.880 0.900 27.150 0.095
H 4.104 -0.347 28.977 0.137
H 4.651 1.305 29.642 0.137
H 7.282 -1.249 30.461 0.094
H 5.517 -1.707 30.446 0.085
H 6.145 -0.233 31.327 0.092
C -4.113 5.906 24.323 -0.105
O -4.591 6.238 25.568 -0.210
C -4.537 5.145 26.473 -0.194
C -5.041 5.603 27.779 -0.244
O -4.095 6.446 28.320 -0.174
C -4.361 6.933 29.680 -0.119
C -3.053 7.541 30.091 -0.255
O -2.073 6.701 30.553 -0.136
C -1.521 5.931 29.493 -0.072
H -3.088 5.677 24.372 0.067
H -4.433 6.743 23.710 0.105
H -4.567 4.998 23.988 0.080
H -3.477 4.759 26.596 0.146
H -5.113 4.314 26.024 0.134
H -5.157 4.748 28.410 0.119
H -6.034 6.086 27.621 0.149
H -4.772 6.109 30.246 0.127
H -5.046 7.809 29.625 0.134
H -3.258 8.252 30.835 0.110
H -2.675 8.138 29.251 0.129
H -0.995 6.578 28.809 0.079
H -2.230 5.213 28.984 0.114
H -0.822 5.321 29.928 0.053
C 2.583 6.522 32.953 -0.105
O 2.547 7.765 33.603 -0.199
C 3.739 8.241 34.281 -0.144
C 4.062 7.257 35.388 -0.202
O 4.672 6.130 34.839 -0.139
C 5.159 5.237 35.750 -0.226
C 5.616 3.976 35.049 -0.245
O 6.788 4.227 34.361 -0.178
C 7.029 3.226 33.359 -0.098
H 3.495 6.527 32.326 0.087
H 1.693 6.405 32.344 0.086
H 2.674 5.744 33.730 0.088
H 3.477 9.202 34.722 0.126
H 4.577 8.391 33.599 0.120
H 3.135 7.048 35.870 0.125
H 4.721 7.662 36.136 0.124
H 4.380 4.808 36.445 0.148
H 5.963 5.598 36.336 0.119
H 4.783 3.667 34.383 0.136
H 5.782 3.162 35.733 0.120
H 7.077 2.243 33.843 0.082
H 8.005 3.469 32.825 0.104
H 6.246 3.173 32.598 0.080

=====

46
Properties=species:S:1:pos:R:3:lowdin_spin:R:1 method="wB97M-V/def2-TZVPD" charge=+3 spin_multiplicity=3 mol_weight_g_mol=475.3 lumo_ha="-0.453 / -0.444" homo_lumo_gap_ev="7.06 / 7.31" homo_ha="-0.7125 / -0.7126" energy_ev=-25890.6905
W -0.418 -0.238 0.172 1.853
C -1.236 -0.469 2.230 -0.007
C -0.114 -1.365 2.098 0.010
C 1.061 -0.544 1.984 0.001
C 0.659 0.832 2.067 -0.005
C -0.768 0.882 2.197 0.005
C -1.612 2.100 2.344 0.012
C 1.533 2.027 2.258 -0.001
C 2.450 -1.080 1.898 0.003
C -0.121 -2.857 2.163 0.017
C -2.665 -0.859 2.085 -0.002
H -1.848 2.228 3.405 0.001
H -2.562 2.011 1.815 0.002
H -1.100 2.999 2.007 0.000
H 1.371 2.381 3.281 -0.001
H 1.279 2.851 1.592 0.000
H 2.594 1.797 2.186 0.000
H 2.821 -1.258 2.912 0.000
H 3.143 -0.391 1.423 0.000
H 2.480 -2.034 1.372 0.001
H 0.341 -3.160 3.107 0.002
H 0.463 -3.312 1.361 0.002
H -1.126 -3.271 2.144 0.000
H -3.255 -0.410 2.893 -0.003
H -2.819 -1.934 2.100 0.001
H -3.116 -0.433 1.166 0.000
C 3.053 1.801 -1.709 -0.002
C 2.669 1.824 -3.039 0.020
C 1.475 1.205 -3.397 -0.001
C 0.692 0.598 -2.438 0.018
N 1.051 0.613 -1.107 0.014
C 2.224 1.198 -0.788 0.014
C -0.544 -0.133 -2.785 0.010
C -1.028 -0.312 -4.066 0.000
C -2.166 -1.090 -4.260 0.002
C -2.798 -1.680 -3.172 0.000
C -2.289 -1.453 -1.915 0.009
N -1.186 -0.690 -1.725 0.021
H 3.979 2.247 -1.373 0.000
H 3.283 2.303 -3.791 0.001
H 1.173 1.195 -4.433 0.000
H 2.491 1.178 0.253 0.000
H -0.538 0.131 -4.920 0.000
H -2.547 -1.240 -5.262 0.000
H -3.673 -2.303 -3.298 0.000
H -2.752 -1.887 -1.034 0.002

=====

59
Properties=species:S:1:pos:R:3:lowdin_charge:R:1 method="wB97M-V/def2-TZVPD" charge=-2 mol_weight_g_mol=976.8 lumo_ha=0.140 homo_lumo_gap_ev=4.69 homo_ha=-0.0323 energy_ev=-412527.5513 e_above_lowest_kj_mol=193.56
Fe 0.968 1.080 1.228 -0.542
N 0.118 2.986 0.887 -0.042
C -1.073 2.988 0.073 -0.294
C -1.968 4.056 0.090 -0.028
C -3.111 4.022 -0.690 -0.098
C -3.362 2.929 -1.509 -0.098
C -2.465 1.871 -1.539 -0.086
C -1.333 1.872 -0.734 -0.275
P 0.032 0.642 -0.735 1.057
C -0.695 -1.013 -0.950 -0.351
C -1.980 -1.339 -0.530 -0.098
C -2.418 -2.659 -0.555 -0.089
C -1.568 -3.666 -0.982 -0.098
C -0.273 -3.352 -1.379 -0.081
C 0.162 -2.036 -1.359 -0.096
C 0.629 1.016 -2.441 -0.302
C 1.541 2.052 -2.625 -0.105
C 1.889 2.470 -3.908 -0.081
C 1.317 1.872 -5.019 -0.111
C 0.394 0.853 -4.846 -0.101
C 0.048 0.432 -3.566 -0.097
H 0.917 3.452 0.448 0.044
H -0.026 3.453 1.778 0.087
H -1.761 4.912 0.722 0.113
H -3.805 4.854 -0.664 0.096
H -4.253 2.906 -2.125 0.094
H -2.651 1.023 -2.188 0.103
H -2.639 -0.563 -0.161 0.097
H -3.417 -2.900 -0.214 0.098
H -1.901 -4.697 -0.979 0.095
H 0.410 -4.138 -1.676 0.101
H 1.181 -1.800 -1.639 0.117
H 1.990 2.517 -1.755 -0.010
H 2.616 3.264 -4.028 0.101
H 1.589 2.197 -6.018 0.092
H -0.067 0.383 -5.708 0.093
H -0.670 -0.373 -3.449 0.099
Se 3.957 1.237 7.022 -0.464
Sb 2.447 2.536 5.626 -0.087
Se 2.569 2.048 2.802 -0.085
Se 3.193 1.988 0.444 0.076
Se 2.849 4.899 6.012 -0.477
Br -1.015 0.498 2.609 0.960
C -0.713 -1.384 2.557 -0.540
C -1.657 -2.216 3.079 -0.149
C -1.386 -3.603 3.106 -0.109
C -0.190 -4.070 2.639 -0.060
C 0.792 -3.195 2.107 -0.184
C 2.046 -3.673 1.671 -0.080
C 2.985 -2.774 1.236 -0.092
C 2.706 -1.392 1.162 -0.138
C 1.479 -0.845 1.499 -0.240
C 0.535 -1.791 2.029 -0.217
H -2.584 -1.822 3.473 0.090
H -2.122 -4.283 3.518 0.089
H 0.039 -5.130 2.687 0.100
H 2.255 -4.737 1.720 0.093
H 3.968 -3.128 0.937 0.091
H 3.483 -0.726 0.811 0.022

=====

35
Properties=species:S:1:pos:R:3:lowdin_charge:R:1 method="wB97M-V/def2-TZVPD" charge=+1 mol_weight_g_mol=583.9 lumo_ha=-0.177 homo_lumo_gap_ev=7.50 homo_ha=-0.4528 energy_ev=-67669.7928 e_above_lowest_kj_mol=0.00
Ti 0.014 -0.767 -0.220 1.022
O 2.565 -2.929 -2.455 0.181
C 1.714 -2.175 -2.103 -0.480
O 1.483 -1.803 -0.830 -0.248
C 0.720 -1.499 -3.014 -0.132
C 0.564 -1.659 -4.377 0.062
C -0.468 -0.953 -4.994 0.016
C -1.304 -0.121 -4.252 0.061
C -1.070 -0.026 -2.894 -0.133
N -0.092 -0.713 -2.326 0.060
C -1.848 0.755 -1.863 -0.488
O -2.724 1.525 -2.117 0.168
O -1.399 0.465 -0.637 -0.145
H 1.224 -2.318 -4.924 0.139
H -0.627 -1.060 -6.058 0.127
H -2.115 0.434 -4.701 0.138
I 1.932 -2.398 2.161 0.953
C 1.703 -2.166 4.255 -1.144
I 1.381 -0.165 4.882 0.755
H 2.621 -2.506 4.719 -0.035
H 0.860 -2.760 4.583 -0.032
O -1.269 -2.336 -0.365 -0.070
N -1.191 -2.029 0.789 0.012
C -0.071 3.541 2.711 0.003
N -0.084 2.202 2.128 -0.136
C -1.234 1.360 2.452 -0.024
C 0.868 1.814 1.328 -0.221
O 0.909 0.699 0.741 -0.158
H -0.116 3.461 3.796 0.102
H -0.934 4.100 2.354 0.111
H 0.840 4.061 2.425 0.100
H -1.493 1.524 3.495 0.095
H -0.973 0.312 2.330 0.060
H -2.076 1.614 1.810 0.111
H 1.688 2.514 1.172 0.169

=====

58
Properties=species:S:1:pos:R:3:lowdin_charge:R:1 method="wB97M-V/def2-TZVPD" mol_weight_g_mol=359.3 lumo_ha=0.001 homo_lumo_gap_ev=9.57 homo_ha=-0.3509 energy_ev=-40009.0309 e_above_lowest_kj_mol=409.27
O 1.381 0.221 -3.070 0.056
C 0.578 -0.579 -2.661 -0.214
C 0.574 -1.006 -1.197 -0.082
N -0.730 -0.544 -0.499 -0.007
C -0.614 -0.103 0.800 -0.247
O 0.064 1.261 0.933 -0.185
H -0.266 -0.866 -3.272 0.120
H 1.427 -0.732 -0.649 0.077
H 0.444 -2.073 -1.305 0.082
H -1.179 0.087 -1.190 0.077
H -1.598 0.214 1.219 0.118
H 0.168 -0.546 1.428 0.112
H -0.636 2.036 0.862 0.045
H 3.658 0.303 -2.020 0.001
H 4.263 0.734 -0.766 0.014
O 4.419 0.124 -1.491 -0.039
H -3.034 -1.416 -2.775 0.074
H -2.982 -1.523 -1.274 0.024
O -2.939 -0.844 -1.998 -0.091
H 2.043 -4.015 1.368 0.041
H 2.312 -2.576 0.901 -0.022
O 1.609 -3.231 1.042 -0.070
H 3.068 -0.704 0.933 0.008
H 3.771 -1.355 -0.252 0.011
O 3.599 -1.476 0.667 -0.053
H -3.815 1.419 2.317 0.065
H -2.449 1.173 2.895 0.036
O -3.048 1.872 2.653 -0.012
H -0.935 -2.681 2.906 0.051
H -2.001 -1.851 2.171 0.010
O -1.699 -2.743 2.329 -0.035
H 1.785 1.296 -0.616 0.041
H 2.204 2.794 -0.681 0.051
O 2.544 1.907 -0.470 -0.070
H 0.420 -4.491 -0.268 0.039
H -0.016 -3.918 -1.653 0.003
O 0.134 -4.764 -1.196 -0.094
H -2.074 3.067 1.654 0.061
H -2.320 2.751 0.131 0.064
O -1.711 3.221 0.752 -0.064
H 1.331 0.090 3.216 0.016
H 0.286 1.164 2.772 0.034
O 0.479 0.465 3.469 -0.100
H 3.008 1.488 1.154 0.002
H 4.174 1.236 2.011 0.072
O 3.317 0.846 1.807 -0.054
H -0.503 2.141 -3.057 0.063
H -0.254 2.695 -1.607 -0.008
O -0.765 2.099 -2.144 -0.027
H -3.188 -3.683 -0.634 0.051
H -2.476 -2.756 0.377 -0.005
O -3.219 -2.865 -0.182 0.001
H -2.655 1.901 -1.788 -0.015
H -3.540 0.690 -1.544 0.006
O -3.457 1.650 -1.319 -0.089
H -0.118 3.765 0.159 0.018
H 0.616 4.776 -0.809 0.086
O 0.543 3.857 -0.534 -0.044